Below is a structure of composition C24H47B2BeCl7CsF8N3NaO9Si2 at a distorted geometry, with properties calculated with ωB97M-V/def2-TZVPD.

XYZ file:
```
105
Properties=species:S:1:pos:R:3:mulliken_charge:R:1
C 0.5006 -3.6262 3.4017 -0.7476
C -0.8682 -3.2788 4.0620 0.7893
O -1.8129 -3.9762 3.8430 -0.5182
O -1.1181 -2.2519 4.9368 -0.3659
C -1.6387 -1.0745 4.2984 -0.5757
C -1.8489 -1.1548 2.7504 -0.2919
C -2.4652 0.2061 2.1870 -0.4504
C -2.9489 0.1061 0.6973 -0.6823
C -2.6146 1.3541 -0.2091 -0.6754
Si -0.7577 1.7351 -0.3987 -0.5639
C -0.5457 2.7815 -1.9536 -0.5788
C 0.9868 2.5935 -2.5578 0.1753
C 1.8456 3.9659 -2.5937 -0.8078
O 2.0639 2.7883 -1.5949 -0.2280
O 0.2925 0.4583 -0.1360 0.5656
Si 0.3073 -0.8744 -1.1659 -0.1309
C 2.0319 -0.8262 -2.0627 -0.1042
C 3.1041 -1.5967 -1.0452 -1.0551
C 4.6570 -1.1240 -1.2456 0.3426
C 4.9030 0.0334 -0.1780 -0.3936
C 5.2470 -0.5561 1.2710 -0.7488
N 4.8077 0.3076 2.3793 -0.7197
N 0.4465 -2.3441 -0.1249 -0.8104
C -0.6418 -2.8404 0.1446 0.1837
O -1.6081 -3.4334 0.2927 -0.4574
B -1.0318 -1.0172 -2.5789 0.7894
O -1.1248 0.0097 -3.5615 -0.6641
N -1.9373 -2.1775 -2.7366 -0.2721
C -1.1044 -3.3518 -3.2112 -0.8331
C -2.9550 -1.9558 -3.7932 -0.9365
C -0.3817 2.9829 1.0642 0.8076
F 0.2241 4.1651 0.5955 -0.3130
F -1.5558 3.3863 1.7083 -0.3239
C 0.6345 2.3825 2.1336 0.8608
F 1.9223 2.6873 1.7477 -0.1940
F 0.4214 3.0857 3.3281 -0.3419
H 0.3263 -4.0844 2.3938 0.1623
H 1.0782 -2.6610 3.3293 0.2127
H 1.1156 -4.3429 4.0096 0.3910
H -2.6280 -0.7696 4.7724 0.2330
H -0.8794 -0.2548 4.4757 0.2901
H -2.5248 -1.9684 2.3974 0.6764
H -0.8153 -1.2086 2.2888 -0.1020
H -1.7172 1.0078 2.3991 0.0225
H -3.3596 0.4025 2.8449 0.5053
H -4.0743 0.0305 0.7340 0.6018
H -2.6140 -0.8145 0.1490 0.0170
H -2.9928 1.1089 -1.2519 0.3622
H -3.2111 2.2611 0.0940 0.5776
H -0.5570 3.8915 -1.7811 0.7266
H -1.2390 2.5883 -2.8039 0.4785
H 1.1351 1.8576 -3.4256 0.2767
H 2.9175 3.9331 -2.8992 0.4448
H 1.5580 4.7657 -1.8434 0.0751
H 2.4422 0.2453 -2.1762 0.6873
H 1.9944 -1.3046 -3.1192 0.1578
H 2.8071 -1.2388 -0.0204 0.3895
H 2.9777 -2.7611 -1.1278 0.2418
H 4.8361 -0.7330 -2.3157 -0.3180
H 5.3253 -2.0438 -0.9861 0.2900
H 5.7658 0.6503 -0.5292 0.7029
H 3.9929 0.6979 -0.1026 -0.1684
H 6.3621 -0.7124 1.2905 0.3106
H 4.6947 -1.5397 1.3717 0.3681
H 5.0635 1.3332 2.0908 0.1782
H 3.7816 0.2819 2.3673 0.2024
H -1.9400 0.5329 -3.4848 0.2013
H -1.5094 -3.6687 -4.2132 0.4264
H -0.0381 -3.0442 -3.4148 0.2142
H -1.1816 -4.2415 -2.5388 0.2070
H -3.6438 -2.8481 -3.7678 0.4479
H -3.5492 -1.0311 -3.5517 -0.0121
H -2.5287 -1.8226 -4.8293 0.4806
H 0.4893 1.2966 2.3358 -0.2395
B 4.5834 0.4533 -5.2920 0.0487
F 5.0637 1.6065 -5.9104 -0.3253
F 4.1554 -0.4945 -6.2918 -0.3547
F 5.6337 -0.1378 -4.4890 -0.4020
F 3.4581 0.7950 -4.4419 -0.3070
Be 2.7621 -4.3152 -1.4234 -0.3193
Cl 5.4255 2.9127 2.3211 -0.7541
O -4.8440 -4.4534 4.4954 -0.5790
H -3.9706 -4.1387 4.2505 0.4492
Na 1.7890 6.2881 -2.8900 0.8670
Cs 3.6761 -1.6147 -3.6924 1.1284
C 3.6711 4.9738 4.6345 0.1337
Cl 3.9359 6.6813 5.0321 -0.2119
Cl 2.5776 4.2087 5.7976 -0.1811
H 3.2347 4.9060 3.6427 0.0081
H 4.6247 4.4544 4.6512 0.2171
O 1.9657 6.8570 -6.1046 -1.0092
H 2.1370 6.2125 -6.7900 0.1565
C -5.6346 0.0560 -6.5172 0.3080
Cl -6.2410 -1.6091 -6.5111 -0.1015
Cl -4.8123 0.3877 -4.9802 -0.0305
Cl -4.4914 0.2651 -7.8529 -0.0892
Cl -6.9902 1.1790 -6.7163 -0.1028
C -5.5352 -2.5508 6.3684 -1.0181
C -5.6548 -1.6294 5.1533 -0.2746
O -4.4508 -1.4550 4.6199 -0.4074
H -4.8866 -2.1230 7.1363 0.3074
H -6.5210 -2.7083 6.8209 0.3927
H -5.1392 -3.5426 6.0877 0.3506
H -6.1864 -0.7238 5.5200 0.3801
H -6.4327 -2.1016 4.5158 0.2714
```

Values from the calculation:
multiplicity	1
LUMO	-3.466	eV
energy	-180410.8547	eV
total charge	-1